Record 1
DFT (wB97M-V/def2-TZVPD) results for a structure of composition C50H41Cl4IN5O4RbSTe at a distorted geometry.

Last column: Mulliken charge in e.
Element x y z (Å)
Rb 0.270 -0.096 0.119  0.040
Cl -3.354 5.386 -5.836  -0.306
C -3.201 4.603 -4.283  0.475
C -2.307 3.554 -4.130  -0.975
C -2.178 2.941 -2.903  0.374
Cl -1.038 1.635 -2.738  0.238
C -2.933 3.331 -1.746  -1.169
O -2.777 2.817 -0.611  0.082
C -3.851 4.397 -2.006  0.708
Cl -4.852 4.936 -0.688  -0.267
C -3.986 5.026 -3.226  -0.819
H -1.718 3.210 -4.969  0.495
H -4.692 5.835 -3.352  0.441
C -0.198 -2.689 7.914  -1.590
C -0.019 -2.302 6.466  0.200
C 0.956 -2.874 5.674  -0.870
C 1.164 -2.501 4.348  0.749
C 2.294 -3.184 3.692  -0.035
O 2.643 -4.308 4.041  -0.732
C 3.129 -2.488 2.657  0.639
C 3.905 -3.274 1.810  -0.546
C 4.757 -2.692 0.885  -0.362
C 4.833 -1.309 0.795  -0.591
C 4.086 -0.516 1.656  -0.608
C 3.248 -1.102 2.592  -0.214
C 0.299 -1.535 3.692  -0.620
O 0.416 -1.260 2.477  0.334
C -0.735 -0.953 4.543  1.110
C -0.837 -1.344 5.876  -0.786
C -1.662 0.082 4.054  0.244
N -1.622 0.593 2.881  -0.138
C -2.568 1.636 2.513  0.813
C -3.794 1.038 1.835  -1.668
Te -3.105 -0.226 0.228  -0.182
C -3.501 -1.917 1.476  0.472
C -4.801 -2.182 1.900  -0.509
C -5.057 -3.140 2.873  -0.685
C -4.006 -3.852 3.437  -0.525
C -2.712 -3.636 2.982  -0.349
C -2.465 -2.684 2.002  -0.434
C -2.694 0.548 5.051  -0.754
C -2.473 1.673 5.841  0.245
C -3.441 2.107 6.734  -0.801
C -4.649 1.430 6.836  -0.459
C -4.870 0.303 6.057  -0.807
C -3.900 -0.135 5.169  0.519
H 0.468 -3.513 8.173  0.389
H -1.226 -3.008 8.106  0.333
H 0.018 -1.849 8.581  0.312
H 1.625 -3.620 6.088  0.363
H 3.833 -4.350 1.895  0.392
H 5.365 -3.313 0.239  0.345
H 5.489 -0.848 0.066  0.411
H 4.170 0.561 1.603  0.501
H 2.701 -0.481 3.287  0.341
H -1.593 -0.890 6.503  0.503
H -2.071 2.272 1.777  -0.875
H -2.868 2.261 3.367  0.488
H -4.425 1.833 1.444  0.587
H -4.370 0.434 2.534  0.715
H -5.627 -1.623 1.469  0.388
H -6.076 -3.324 3.197  0.342
H -4.194 -4.565 4.232  0.349
H -1.888 -4.193 3.414  0.387
H -1.452 -2.512 1.663  0.560
H -1.530 2.201 5.756  0.476
H -3.258 2.981 7.348  0.384
H -5.412 1.778 7.522  0.339
H -5.807 -0.235 6.135  0.430
H -4.065 -1.022 4.566  0.224
Cl -0.514 -4.138 -6.691  -0.346
C -0.664 -3.420 -5.099  0.727
C -1.722 -3.786 -4.302  -0.615
C -1.862 -3.230 -3.040  0.049
I -3.480 -3.815 -1.823  -0.011
C -0.977 -2.278 -2.474  -0.812
O -1.114 -1.788 -1.325  0.015
C 0.135 -1.909 -3.356  -0.136
N 1.005 -0.996 -2.881  0.371
C 1.999 -0.593 -3.634  -0.550
C 2.229 -1.092 -4.926  -0.771
C 1.379 -2.038 -5.429  -0.959
C 0.282 -2.478 -4.657  0.155
H -2.444 -4.505 -4.662  0.407
H 2.649 0.165 -3.208  0.454
H 3.063 -0.730 -5.514  0.400
H 1.529 -2.455 -6.416  0.384
N 1.711 -3.714 -0.514  -0.743
H 0.959 -3.491 -1.158  0.350
H 2.113 -2.828 -0.228  0.175
H 1.274 -4.102 0.315  0.284
C -1.978 4.905 1.317  -1.247
C -0.815 4.644 0.427  0.898
C -0.715 5.112 -0.855  -0.486
C 0.402 4.718 -1.616  1.002
N 1.386 4.003 -1.109  -0.511
C 1.331 3.594 0.169  -0.403
S 2.591 2.813 0.924  -0.388
N 0.198 3.894 0.907  0.072
C 0.537 5.105 -3.053  -1.311
H -2.364 5.911 1.163  0.448
H -1.718 4.767 2.367  0.483
H -2.773 4.200 1.068  -0.097
H -1.498 5.720 -1.282  0.404
H 0.138 3.478 1.826  0.298
H -0.321 5.680 -3.394  0.274
H 0.622 4.195 -3.647  0.172
H 1.454 5.678 -3.196  0.505

Cartesian forces (eV/Å) of the 3 atoms listed first:
Rb 0.6 0.4 0.2
Cl 0.0 0.1 -0.2
C 0.0 0.0 0.0

Calculated values
- charge = -2
- frontier orbital gap (Eh) = 0.2277
- HOMO energy (eV) = -2.6475

Record 2
DFT (wB97M-V/def2-TZVPD) results for a structure of composition C50H41F6N6OS3Zr.

Last column: Mulliken charge in e.
Element x y z (Å)
Zr 0.102 -0.162 0.060  1.475
N 2.039 0.494 0.215  0.381
S 3.410 0.535 0.771  0.586
N 3.560 1.134 2.269  0.042
S 3.335 0.300 3.564  1.324
N 2.091 -0.629 3.676  0.300
S 0.547 -0.222 3.436  0.971
N 0.007 -0.420 2.069  0.075
C 0.313 1.446 3.994  0.658
C 0.134 1.716 5.345  -0.342
C -0.038 3.033 5.741  -0.926
C -0.030 4.052 4.797  -0.836
C 0.160 3.765 3.450  -0.867
C 0.332 2.454 3.039  -0.333
C -0.265 -1.235 4.623  0.094
C 0.429 -1.963 5.578  0.071
C -0.295 -2.716 6.490  -0.946
C -1.682 -2.722 6.446  -0.639
C -2.362 -1.979 5.487  -0.855
C -1.656 -1.229 4.564  -0.590
C 3.404 1.516 4.837  0.768
C 3.439 2.870 4.543  -0.295
C 3.507 3.765 5.601  -0.880
C 3.541 3.302 6.909  -0.692
C 3.504 1.937 7.181  -0.750
C 3.436 1.029 6.141  -1.024
C 4.673 -0.793 3.914  0.716
C 5.915 -0.191 4.096  -1.136
C 7.001 -0.997 4.382  -0.783
C 6.835 -2.376 4.480  -0.635
C 5.589 -2.955 4.290  -0.999
C 4.485 -2.163 4.004  -0.101
C 4.462 1.621 -0.130  0.183
C 5.338 2.500 0.490  -0.228
C 6.152 3.293 -0.307  -0.863
C 6.089 3.190 -1.690  -0.685
C 5.210 2.297 -2.294  -0.901
C 4.385 1.504 -1.515  -0.432
C 4.216 -1.044 0.731  0.707
C 3.425 -2.184 0.724  -0.143
C 4.046 -3.423 0.709  -1.162
C 5.432 -3.508 0.700  -0.932
C 6.209 -2.355 0.714  -0.889
C 5.605 -1.110 0.728  -0.567
H 0.110 0.917 6.075  0.565
H -0.195 3.261 6.786  0.529
H -0.179 5.076 5.112  0.475
H 0.165 4.564 2.721  0.561
H 0.484 2.221 1.992  0.275
H 1.509 -1.952 5.602  0.316
H 0.226 -3.299 7.237  0.503
H -2.239 -3.309 7.163  0.445
H -3.443 -1.985 5.463  0.461
H -2.171 -0.641 3.814  0.589
H 3.416 3.212 3.518  0.520
H 3.543 4.827 5.400  0.541
H 3.606 4.008 7.726  0.476
H 3.543 1.584 8.203  0.517
H 3.429 -0.036 6.341  0.367
H 6.029 0.885 4.035  0.395
H 7.974 -0.553 4.542  0.511
H 7.686 -3.001 4.714  0.480
H 5.469 -4.026 4.372  0.534
H 3.507 -2.598 3.855  0.531
H 5.381 2.569 1.568  0.396
H 6.839 3.989 0.154  0.499
H 6.733 3.806 -2.303  0.430
H 5.173 2.216 -3.372  0.519
H 3.703 0.797 -1.971  0.485
H 2.346 -2.117 0.717  0.448
H 3.446 -4.323 0.694  0.610
H 5.912 -4.477 0.674  0.483
H 7.289 -2.426 0.696  0.570
H 6.207 -0.210 0.718  0.590
C -4.340 -0.507 0.957  -1.181
C -4.907 0.639 0.423  -0.751
C -4.090 1.593 -0.166  -0.848
C -2.725 1.371 -0.213  0.309
N -2.180 0.265 0.318  0.357
C -2.968 -0.652 0.889  -0.526
C -1.759 2.298 -0.851  1.024
C -2.145 3.463 -1.488  -0.815
C -1.181 4.268 -2.079  -0.819
C 0.149 3.887 -2.012  -0.890
C 0.466 2.713 -1.361  -0.369
N -0.461 1.927 -0.789  0.589
H -4.946 -1.278 1.412  0.556
H -5.978 0.790 0.457  0.486
H -4.526 2.487 -0.584  0.524
H -2.472 -1.527 1.294  0.781
H -3.185 3.745 -1.539  0.507
H -1.471 5.178 -2.586  0.483
H 0.932 4.481 -2.462  0.561
H 1.489 2.371 -1.279  0.480
C 0.207 -3.915 -2.146  -1.833
C 0.055 -2.416 -1.967  0.912
O 0.137 -2.010 -0.630  -0.422
C -1.324 -1.944 -2.468  0.562
F -1.523 -2.088 -3.759  -0.234
F -2.297 -2.551 -1.797  -0.270
F -1.443 -0.596 -2.176  -0.083
C 1.176 -1.658 -2.708  0.706
F 2.374 -2.059 -2.299  -0.251
F 1.117 -1.721 -4.019  -0.245
F 1.094 -0.313 -2.357  -0.092
H -0.573 -4.423 -1.584  0.437
H 1.178 -4.227 -1.770  0.384
H 0.127 -4.190 -3.198  0.428

Cartesian forces (eV/Å) of the 3 atoms listed first:
Zr 0.0 0.2 0.3
N 0.1 -0.1 0.0
S 0.0 0.0 0.0

Calculated values
- charge = +3
- frontier orbital gap (Eh) = 0.3128
- HOMO energy (eV) = -16.2448

Record 3
DFT (wB97M-V/def2-TZVPD) results for a structure of composition C50H41N2P2SeSiTi.

Last column: Mulliken charge in e.
Element x y z (Å)
Ti 0.135 0.958 -0.217  -0.913
C -0.861 -0.159 3.363  -1.278
Si -0.481 -0.843 1.647  2.950
C 0.913 -2.122 1.863  0.331
C 0.790 -3.114 2.844  -0.826
C 1.743 -4.108 2.985  -0.832
C 2.851 -4.140 2.143  -0.917
C 3.008 -3.157 1.184  -0.544
C 2.051 -2.149 1.057  -0.163
P 2.298 -0.770 -0.087  2.439
C 3.039 -1.510 -1.567  -0.016
C 2.176 -2.081 -2.501  -0.227
C 2.684 -2.722 -3.618  -0.392
C 4.056 -2.787 -3.816  -0.780
C 4.919 -2.218 -2.892  -0.809
C 4.414 -1.583 -1.766  -0.204
C 3.647 0.196 0.663  -0.493
C 4.004 0.036 2.002  -0.484
C 4.930 0.896 2.582  -0.668
C 5.494 1.922 1.837  -0.660
C 5.141 2.086 0.503  -0.989
C 4.225 1.227 -0.083  -0.211
C -2.007 -1.857 1.156  0.076
C -2.607 -2.754 2.050  -0.802
C -3.712 -3.500 1.683  -0.839
C -4.260 -3.363 0.410  -0.948
C -3.701 -2.468 -0.480  -0.182
C -2.576 -1.729 -0.106  -0.354
P -1.914 -0.471 -1.225  1.639
C -1.496 -1.372 -2.754  0.355
C -1.370 -2.761 -2.738  -0.809
C -0.988 -3.443 -3.885  -0.552
C -0.722 -2.748 -5.055  -0.894
C -0.831 -1.364 -5.076  -1.027
C -1.213 -0.679 -3.933  -0.652
C -3.415 0.497 -1.558  0.641
C -4.015 0.621 -2.806  -0.392
C -5.190 1.352 -2.937  -0.774
C -5.773 1.943 -1.828  -0.656
C -5.190 1.797 -0.575  -0.633
C -4.015 1.082 -0.441  -0.358
H -1.321 -0.947 3.967  0.565
H -1.556 0.680 3.334  0.227
H 0.041 0.163 3.881  0.283
H -0.064 -3.116 3.510  0.255
H 1.624 -4.867 3.747  0.453
H 3.591 -4.923 2.245  0.438
H 3.874 -3.165 0.532  0.545
H 1.103 -2.026 -2.358  0.131
H 2.006 -3.164 -4.336  0.374
H 4.453 -3.280 -4.694  0.417
H 5.989 -2.268 -3.043  0.451
H 5.098 -1.146 -1.049  0.426
H 3.564 -0.758 2.593  0.326
H 5.210 0.759 3.618  0.497
H 6.211 2.592 2.293  0.430
H 5.574 2.886 -0.082  0.456
H 3.953 1.365 -1.123  0.625
H -2.217 -2.867 3.054  0.207
H -4.159 -4.186 2.391  0.450
H -5.130 -3.941 0.127  0.463
H -4.137 -2.332 -1.464  0.558
H -1.566 -3.317 -1.831  0.348
H -0.900 -4.521 -3.859  0.418
H -0.427 -3.280 -5.950  0.426
H -0.620 -0.814 -5.984  0.496
H -1.296 0.400 -3.965  0.838
H -3.589 0.145 -3.676  0.461
H -5.653 1.446 -3.910  0.473
H -6.689 2.508 -1.935  0.412
H -5.648 2.246 0.296  0.466
H -3.557 0.979 0.537  0.123
N 1.297 2.142 1.248  0.667
C 0.665 2.585 2.470  0.860
C 1.341 2.424 3.669  -1.430
C 0.737 2.789 4.861  -0.384
C -0.542 3.320 4.842  -1.073
C -1.196 3.511 3.636  -0.633
C -0.604 3.161 2.422  0.650
C -1.259 3.458 1.124  1.157
C -2.013 4.632 1.035  -0.984
C -2.568 5.038 -0.167  -1.030
C -2.377 4.270 -1.305  -0.965
C -1.658 3.092 -1.215  -0.339
C -1.076 2.654 -0.017  1.044
H 2.199 1.722 1.475  -0.475
H 1.513 2.949 0.646  0.331
H 2.341 2.003 3.665  0.412
H 1.263 2.655 5.798  0.436
H -1.032 3.591 5.768  0.421
H -2.196 3.924 3.634  0.558
H -2.120 5.266 1.906  0.506
H -3.122 5.966 -0.218  0.406
H -2.785 4.585 -2.257  0.528
H -1.534 2.515 -2.123  0.278
Se 1.051 1.272 -2.628  0.142
C 1.671 2.833 -1.874  0.258
N 2.059 3.751 -1.287  -0.534

Cartesian forces (eV/Å) of the 3 atoms listed first:
Ti -0.1 0.1 -0.3
C 0.0 -0.1 -0.1
Si 0.0 0.1 0.1

Calculated values
- charge = +1
- frontier orbital gap (Eh) = 0.2633
- HOMO energy (eV) = -10.7394

Record 4
DFT (wB97M-V/def2-TZVPD) results for a structure of composition C50H42AsCsN10O at a distorted geometry.

Last column: Mulliken charge in e.
Element x y z (Å)
Cs 6.095 -13.397 -17.864  0.776
C 0.313 -16.426 -13.970  -0.526
C -0.093 -16.878 -15.218  -0.460
C 0.505 -16.433 -16.388  -0.260
C 1.547 -15.497 -16.291  0.235
C 2.377 -14.772 -17.265  -0.463
N 3.339 -14.070 -16.619  0.241
C 3.071 -14.059 -15.302  -0.329
N 3.604 -13.313 -14.330  -0.621
C 4.217 -12.178 -14.669  -0.037
C 4.836 -11.327 -13.606  0.078
C 4.812 -11.339 -12.207  -0.111
C 5.199 -10.175 -11.513  -0.394
C 5.654 -9.075 -12.212  -0.494
C 5.725 -9.080 -13.603  -0.726
C 5.359 -10.215 -14.309  0.150
C 5.106 -10.420 -15.715  -0.245
N 5.599 -9.619 -16.662  -0.220
C 4.833 -9.500 -17.728  -0.181
N 5.211 -9.718 -19.030  -0.518
C 4.097 -10.181 -19.653  0.505
N 4.172 -11.058 -20.674  -0.679
C 3.473 -12.163 -20.479  -0.021
N 3.119 -12.643 -19.231  -0.087
C 2.648 -13.914 -19.384  -0.251
N 2.112 -14.786 -18.562  -0.585
C 2.740 -14.292 -20.832  0.378
C 2.632 -15.498 -21.516  -0.163
C 3.063 -15.555 -22.823  -0.485
C 3.482 -14.445 -23.481  -0.464
C 3.523 -13.206 -22.863  -0.525
C 3.217 -13.156 -21.495  0.219
C 2.863 -9.806 -18.943  0.159
C 1.522 -9.664 -19.311  -0.506
C 0.735 -9.019 -18.390  -0.479
C 1.171 -8.619 -17.143  -0.880
C 2.469 -8.931 -16.710  0.086
C 3.325 -9.418 -17.681  0.775
N 4.381 -11.580 -15.884  0.011
C 2.001 -15.052 -15.013  -0.035
C 1.370 -15.510 -13.854  -0.203
H -0.202 -16.778 -13.076  0.356
H -0.862 -17.646 -15.350  0.325
H 0.176 -16.767 -17.376  0.447
H 4.477 -12.196 -11.660  0.506
H 5.112 -10.128 -10.382  0.264
H 5.969 -8.145 -11.700  0.324
H 6.112 -8.185 -14.120  0.378
H 2.337 -16.397 -20.971  0.439
H 2.941 -16.527 -23.344  0.302
H 3.870 -14.509 -24.487  0.369
H 3.870 -12.324 -23.398  0.414
H 1.129 -10.020 -20.282  0.389
H -0.314 -8.734 -18.633  0.265
H 0.523 -8.027 -16.505  0.376
H 2.824 -8.840 -15.679  0.435
H 1.695 -15.170 -12.892  0.544
C 8.985 -19.786 -18.777  -1.031
C 7.818 -18.859 -18.298  -0.700
C 7.982 -18.345 -16.881  0.994
C 7.971 -19.301 -15.850  -0.615
C 8.007 -18.939 -14.497  -1.072
C 8.061 -17.590 -14.192  -0.518
C 8.160 -16.620 -15.173  0.424
C 8.359 -15.218 -14.757  -0.148
C 9.781 -14.958 -14.181  -1.192
C 8.163 -17.002 -16.545  -0.179
N 8.065 -16.009 -17.563  0.251
C 8.896 -16.072 -18.610  -1.165
C 8.644 -15.419 -19.882  0.643
C 9.526 -15.331 -20.985  -0.794
C 8.780 -14.838 -22.063  -0.712
C 7.482 -14.633 -21.538  -0.398
N 7.384 -14.909 -20.242  -0.039
H 8.617 -20.527 -19.474  0.337
H 9.305 -20.339 -17.854  0.281
H 9.854 -19.279 -19.233  0.265
H 6.958 -19.526 -18.277  0.432
H 7.663 -18.046 -19.010  0.336
H 7.941 -20.365 -16.107  0.352
H 8.002 -19.653 -13.665  0.339
H 8.100 -17.274 -13.137  0.364
H 7.600 -14.986 -13.994  0.378
H 8.254 -14.557 -15.614  -0.101
H 10.003 -15.667 -13.390  0.413
H 9.824 -13.905 -13.795  0.297
H 10.533 -15.013 -15.004  0.276
H 9.764 -16.748 -18.607  0.282
H 10.594 -15.571 -20.967  0.386
H 9.102 -14.699 -23.123  0.300
H 6.632 -14.265 -22.112  0.469
C 9.296 -10.723 -19.932  -0.983
As 9.795 -10.796 -18.047  0.593
C 9.306 -9.118 -17.136  -0.733
C 11.788 -10.770 -18.227  -1.118
O 9.325 -12.163 -17.157  -0.424
H 9.787 -9.893 -20.424  0.414
H 8.188 -10.712 -20.036  0.258
H 9.618 -11.671 -20.406  0.317
H 9.475 -8.237 -17.794  0.342
H 10.010 -8.989 -16.240  0.337
H 8.280 -9.248 -16.774  0.049
H 12.099 -10.509 -19.227  0.349
H 12.122 -11.762 -17.935  0.303
H 12.219 -10.024 -17.538  0.338

Cartesian forces (eV/Å) of the 3 atoms listed first:
Cs 0.0 0.2 0.0
C 0.4 0.4 0.4
C -0.3 -0.6 -0.8

Calculated values
- charge = -2
- frontier orbital gap (alpha / beta) (Eh) = 0.1604 / 0.1632
- HOMO energy (alpha / beta) (eV) = -0.6894 / -0.7645

Quick rundown of ΔE to the lowest compared entry with this formula, charge and spin, same order as above: 0.000 0.000 0.336 1.258 eV